ORCA calculation (ωB97M-V/def2-TZVPD) on a single C6H12ClN3 molecule in a non-equilibrium geometry.

Each line ends with the Mulliken charge.
CARTESIAN COORDINATES (ANGSTROEM)
C: 0.929 0.550 -0.125  0.742
C: 0.164 -0.173 0.665  -0.220
C: 0.514 0.934 -1.525  -1.222
C: 1.433 -0.855 2.897  -1.035
C: -0.581 -0.872 -2.691  -0.907
C: 0.107 -0.558 2.145  -0.473
N: -1.594 0.003 -0.733  -0.319
N: -0.814 0.296 -1.808  0.169
N: -2.189 1.130 -0.254  -0.283
Cl: 2.551 1.225 0.309  -0.233
H: 0.325 2.035 -1.500  0.273
H: 1.203 0.737 -2.252  0.608
H: 1.347 -1.140 3.986  0.347
H: 2.046 0.073 2.982  0.272
H: 2.055 -1.701 2.479  0.258
H: 0.066 -0.643 -3.571  0.320
H: 0.048 -1.536 -2.242  0.426
H: -1.528 -1.441 -3.047  0.271
H: -0.568 0.065 2.742  0.299
H: -0.577 -1.400 1.995  0.310
H: -1.771 2.035 -0.472  0.180
H: -3.164 1.236 0.018  0.218

- Molecular weight: 161.64 g mol⁻¹
- HOMO energy (alpha / beta): -0.2833 / -0.2881 Ha
- Spin multiplicity: 1
- E: -23403.4193 eV
- LUMO level (alpha / beta): 0.24 / 0.39 eV
- ΔE to the lowest compared entry with this formula, charge and spin: 188.2 kJ/mol

=====

ORCA calculation (ωB97M-V/def2-TZVPD) on a molecular structure, C29H34N8O4PTa.

Each line ends with the Mulliken charge.
CARTESIAN COORDINATES (ANGSTROEM)
Ta: 0.239 -1.275 -0.378  1.907
C: 3.162 2.186 2.980  -0.761
N: 2.242 1.728 1.922  0.146
C: 1.559 2.565 1.077  -0.948
C: 0.850 1.780 0.224  -0.168
N: 1.111 0.461 0.536  0.192
C: 1.965 0.465 1.583  0.262
P: 2.586 -1.018 2.465  -0.266
C: 0.947 -1.823 2.657  0.122
N: 0.010 -1.975 1.695  0.345
C: -1.083 -2.560 2.311  -0.816
C: -0.788 -2.767 3.621  -0.555
N: 0.483 -2.302 3.818  0.113
C: 1.185 -2.327 5.117  -0.779
C: 3.074 -1.919 0.957  0.229
N: 2.286 -2.043 -0.131  0.527
C: 3.043 -2.708 -1.080  -0.545
C: 4.260 -2.986 -0.550  -0.866
N: 4.264 -2.482 0.725  0.032
C: 5.425 -2.560 1.626  -0.826
H: 2.943 3.228 3.189  0.333
H: 4.189 2.093 2.636  0.343
H: 3.007 1.603 3.883  0.356
H: 1.640 3.637 1.151  0.563
H: 0.195 2.067 -0.584  0.121
H: -2.014 -2.758 1.806  0.616
H: -1.373 -3.196 4.420  0.520
H: 0.651 -3.005 5.775  0.341
H: 1.191 -1.329 5.550  0.339
H: 2.199 -2.693 4.980  0.366
H: 2.677 -2.912 -2.071  0.591
H: 5.122 -3.483 -0.969  0.500
H: 5.712 -3.603 1.737  0.375
H: 5.162 -2.151 2.596  0.348
H: 6.246 -1.992 1.195  0.365
N: -0.792 -3.284 -0.666  -0.841
C: -0.354 -4.099 -1.860  -0.670
C: -0.700 -3.403 -3.172  -0.580
C: -0.479 -1.919 -3.124  0.142
O: -1.046 -1.042 -3.674  -0.430
O: 0.561 -1.585 -2.201  -0.552
H: -0.647 -3.870 0.156  0.407
H: -1.806 -3.163 -0.711  0.269
H: -0.834 -5.074 -1.814  0.528
H: 0.718 -4.249 -1.764  0.296
H: -1.732 -3.575 -3.478  0.399
H: -0.072 -3.809 -3.970  0.356
C: -3.416 5.048 -1.582  -1.057
O: -2.961 3.711 -1.895  -0.344
C: -1.669 3.529 -2.175  0.866
C: -0.659 4.475 -1.975  -0.526
C: 0.634 4.217 -2.399  -0.923
C: 0.972 3.013 -3.012  -0.869
C: -0.009 2.058 -3.207  -0.300
C: -1.307 2.305 -2.762  0.015
N: -2.348 1.395 -3.156  0.359
C: -3.245 0.842 -2.428  -0.915
C: -3.339 0.944 -0.968  -0.089
C: -4.479 1.578 -0.464  -0.555
C: -4.636 1.794 0.894  -0.911
C: -3.664 1.356 1.782  -0.975
C: -2.551 0.673 1.312  -0.014
C: -2.404 0.459 -0.051  0.987
O: -1.340 -0.331 -0.459  0.163
H: -4.498 4.987 -1.553  0.260
H: -3.110 5.743 -2.362  0.440
H: -3.037 5.362 -0.611  0.423
H: -0.900 5.437 -1.543  0.568
H: 1.387 4.986 -2.277  0.511
H: 1.975 2.849 -3.382  0.503
H: 0.206 1.139 -3.737  0.630
H: -2.412 1.225 -4.159  0.372
H: -4.020 0.301 -2.967  0.680
H: -5.236 1.930 -1.155  0.586
H: -5.522 2.298 1.257  0.497
H: -3.786 1.522 2.844  0.510
H: -1.811 0.284 2.000  0.359

- Molecular weight: 770.57 g mol⁻¹
- Net charge: +4
- HOMO energy: -0.6748 Ha
- Spin multiplicity: 1
- E: -61543.2006 eV
- LUMO level: -12.30 eV
- ΔE to the lowest compared entry with this formula, charge and spin: 0.0 kJ/mol

=====

ORCA calculation (ωB97M-V/def2-TZVPD) on a gas-phase ion, C7H5F3N5 (charge +1) in a non-equilibrium geometry.

Each line ends with the Mulliken charge.
CARTESIAN COORDINATES (ANGSTROEM)
F: 1.475 1.773 -3.247  -0.237
C: 0.693 0.989 -2.580  0.807
F: 0.705 -0.263 -3.086  -0.229
F: -0.583 1.477 -2.718  -0.238
C: 1.163 0.968 -1.150  -0.053
C: 2.266 1.505 -0.613  -0.272
C: 2.178 1.226 0.820  -0.354
N: 1.060 0.641 1.109  -0.824
N: 0.448 0.427 -0.091  0.602
C: -0.583 -0.529 -0.250  0.444
C: -1.253 -0.977 0.830  0.117
C: -2.417 -1.770 0.846  -0.396
N: -2.675 -2.158 2.045  -0.502
N: -1.758 -1.466 2.811  0.133
N: -0.892 -0.828 2.154  -0.078
H: 3.121 2.065 -1.103  0.397
H: 2.907 1.478 1.477  0.549
H: -1.004 -0.944 -1.182  0.377
H: -3.054 -2.097 0.096  0.482
H: -1.796 -1.518 3.834  0.277

- Molecular weight: 216.15 g mol⁻¹
- Net charge: +1
- HOMO energy (alpha / beta): -0.5319 / -0.5319 Ha
- Spin multiplicity: 1
- E: -22933.0699 eV
- LUMO level (alpha / beta): -6.48 / -6.48 eV
- Structure (SMILES): FC(F)(F)C1=CC=N/[N+]1=C\c1cn[nH]n1

=====

ORCA calculation (ωB97M-V/def2-TZVPD) on a single C6H9BO2 molecule in a non-equilibrium geometry.

Each line ends with the Mulliken charge.
CARTESIAN COORDINATES (ANGSTROEM)
C: -3.473 -0.661 1.304  -0.122
C: -3.044 -0.366 0.199  -0.280
C: -2.274 -0.045 -0.932  -0.823
B: -0.415 -0.109 -0.499  0.544
O: 0.070 -0.694 0.670  -0.441
C: 1.440 -0.856 0.761  -0.300
C: 2.139 0.453 0.474  -0.666
C: 1.602 1.008 -0.819  -0.265
O: 0.557 0.290 -1.427  -0.517
H: -4.052 -1.046 2.126  0.410
H: -2.498 0.985 -1.322  0.312
H: -2.480 -0.560 -1.887  0.382
H: 1.701 -1.450 -0.113  0.334
H: 1.822 -1.254 1.835  0.241
H: 2.060 1.115 1.422  0.253
H: 3.122 0.189 0.390  0.379
H: 1.260 2.033 -0.674  0.287
H: 2.463 0.969 -1.509  0.272

- Molecular weight: 123.95 g mol⁻¹
- HOMO energy: -0.3358 Ha
- Spin multiplicity: 1
- E: -11137.8051 eV
- LUMO level: 0.69 eV
- Structure (SMILES): C#CCB1OCCCO1
- ΔE to the lowest compared entry with this formula, charge and spin: 82.7 kJ/mol

=====

Please write out number 3 again, unchanged.
ORCA calculation (ωB97M-V/def2-TZVPD) on a gas-phase ion, C7H5F3N5 (charge +1) in a non-equilibrium geometry.

Each line ends with the Mulliken charge.
CARTESIAN COORDINATES (ANGSTROEM)
F: 1.475 1.773 -3.247  -0.237
C: 0.693 0.989 -2.580  0.807
F: 0.705 -0.263 -3.086  -0.229
F: -0.583 1.477 -2.718  -0.238
C: 1.163 0.968 -1.150  -0.053
C: 2.266 1.505 -0.613  -0.272
C: 2.178 1.226 0.820  -0.354
N: 1.060 0.641 1.109  -0.824
N: 0.448 0.427 -0.091  0.602
C: -0.583 -0.529 -0.250  0.444
C: -1.253 -0.977 0.830  0.117
C: -2.417 -1.770 0.846  -0.396
N: -2.675 -2.158 2.045  -0.502
N: -1.758 -1.466 2.811  0.133
N: -0.892 -0.828 2.154  -0.078
H: 3.121 2.065 -1.103  0.397
H: 2.907 1.478 1.477  0.549
H: -1.004 -0.944 -1.182  0.377
H: -3.054 -2.097 0.096  0.482
H: -1.796 -1.518 3.834  0.277

- Molecular weight: 216.15 g mol⁻¹
- Net charge: +1
- HOMO energy (alpha / beta): -0.5319 / -0.5319 Ha
- Spin multiplicity: 1
- E: -22933.0699 eV
- LUMO level (alpha / beta): -6.48 / -6.48 eV
- Structure (SMILES): FC(F)(F)C1=CC=N/[N+]1=C\c1cn[nH]n1

=====

Question: Among the records above, which one has the highest E?
Answer: C6H9BO2

=====

Question: Among the records above, which one has the lowest molecular weight?
Answer: C6H9BO2